Run w
2 unconnected molecules or ions with the total composition C4H13NO2S, computed with the ωB97M-V functional and the def2-TZVPD basis.

Output
- multiplicity = 1
- gap between HOMO and LUMO (Ha) = 0.360
- LUMO level (eV) = 0.73
- structure (SMILES) = C[C@@H](CS)NCO.O

Last column: Löwdin charge in e.
Atoms and positions in Å:
C1 -0.94 1.25 0.07  -0.117
C2 -0.71 -0.08 -0.78  -0.462
C3 -0.50 0.15 -2.40  -0.397
S1 0.78 1.48 -2.30  0.748
N1 0.43 -0.77 -0.29  -0.054
C4 0.00 -1.90 0.50  -0.306
O1 -0.87 -1.63 1.56  -0.056
H1 -0.45 1.40 1.03  0.073
H2 -1.07 2.21 -0.40  0.036
H3 -2.06 1.14 0.42  0.101
H4 -1.77 -0.62 -0.65  0.169
H5 -1.46 0.46 -2.73  0.053
H6 -0.10 -0.67 -2.85  0.027
H7 1.25 1.50 -3.48  -0.209
H8 1.17 -0.27 0.13  0.096
H9 0.92 -2.40 0.88  0.125
H10 -0.48 -2.69 -0.10  0.117
H11 -1.28 -0.76 1.44  0.057
H12 1.15 0.09 5.68  0.015
H13 1.64 -0.47 4.31  0.045
O2 0.88 -0.09 4.79  -0.062

Run x
2 unconnected molecules or ions with the total composition C4H13NO2S, computed with the ωB97M-V functional and the def2-TZVPD basis.

Output
- multiplicity = 1
- gap between HOMO and LUMO (Ha) = 0.348
- LUMO level (eV) = 0.68
- structure (SMILES) = N[C@@H](CO)CCS.O

Last column: Löwdin charge in e.
Atoms and positions in Å:
C1 0.60 -1.73 -0.05  -0.197
O1 -0.01 -2.52 0.98  -0.106
C2 0.11 -0.30 0.11  -0.409
C3 -0.66 0.30 1.34  -0.228
C4 -2.18 -0.09 1.25  -0.588
S1 -3.04 0.71 -0.09  0.685
N1 1.21 0.63 -0.24  -0.006
H1 1.68 -1.77 0.17  0.115
H2 0.23 -2.13 -1.09  0.153
H3 0.65 -3.21 1.25  0.099
H4 -0.72 -0.06 -0.60  0.072
H5 -0.19 -0.06 2.25  0.100
H6 -0.48 1.37 1.46  0.102
H7 -2.69 0.32 2.12  0.043
H8 -2.34 -1.26 1.29  0.112
H9 -1.96 1.36 -0.73  -0.102
H10 0.87 1.57 -0.72  0.123
H11 1.96 0.85 0.40  0.074
H12 2.55 1.96 -3.79  0.089
H13 2.07 1.68 -2.41  -0.077
O2 2.32 2.39 -2.90  -0.054

Which structure wins on stability? run x wins.

Run w
2 unconnected molecules or ions with the total composition C3H10O2, computed with the ωB97M-V functional and the def2-TZVPD basis.

Output
- multiplicity = 1
- gap between HOMO and LUMO (Ha) = 0.407
- LUMO level (eV) = 0.94
- structure (SMILES) = CCO.CO

Last column: Löwdin charge in e.
Atoms and positions in Å:
C1 -4.75 -2.05 2.81  -0.175
O1 -4.73 -0.93 1.93  -0.131
H1 -5.62 -1.96 3.47  0.074
H2 -3.82 -2.25 3.31  0.075
H3 -5.07 -2.94 2.25  0.073
H4 -4.10 -0.32 2.36  0.083
C2 2.97 1.50 -2.18  -0.326
O2 4.29 1.47 -2.72  -0.086
C3 2.92 0.63 -0.96  -0.098
H5 2.27 1.22 -2.97  0.109
H6 2.71 2.55 -1.99  0.108
H7 4.34 1.97 -3.53  0.068
H8 2.83 -0.43 -1.18  0.074
H9 2.04 0.83 -0.35  0.074
H10 3.74 0.73 -0.25  0.077

Run x
3 unconnected molecules or ions with the total composition C3H10O2, computed with the ωB97M-V functional and the def2-TZVPD basis.

Output
- multiplicity = 1
- gap between HOMO and LUMO (Ha) = 0.372
- LUMO level (eV) = 0.77
- structure (SMILES) = C=CC.O.O

Last column: Löwdin charge in e.
Atoms and positions in Å:
C1 -2.20 -0.12 1.69  -0.118
C2 -0.72 0.17 1.86  -0.264
C3 0.17 0.32 0.91  -0.041
H1 -2.68 0.33 0.80  0.071
H2 -2.62 0.39 2.58  0.067
H3 -2.49 -1.22 1.72  0.093
H4 -0.23 0.39 2.83  0.098
H5 1.25 0.24 0.99  0.047
H6 -0.16 0.56 -0.12  0.051
H7 1.92 -1.51 -1.30  0.026
H8 2.84 -1.99 -2.36  0.063
O1 2.54 -1.16 -1.94  -0.062
H9 1.32 0.77 -2.16  0.018
H10 0.56 1.88 -2.84  0.033
O2 0.50 0.94 -2.67  -0.083

Which structure wins on stability? run w wins.

Run w
A single C3H9N3S molecule, computed with the ωB97M-V functional and the def2-TZVPD basis.

Output
- multiplicity = 1
- gap between HOMO and LUMO (Ha) = 0.360
- LUMO level (eV) = 0.77
- structure (SMILES) = [H]/N=C\N(N)CCS

Last column: Löwdin charge in e.
Atoms and positions in Å:
C1 0.05 -0.14 1.12  -0.255
C2 -1.13 -0.92 0.51  -0.566
C3 1.89 -0.23 -0.51  -0.283
H1 1.89 2.22 0.40  0.076
H2 0.73 2.25 -0.74  0.077
H3 0.62 -0.82 1.74  0.111
H4 -0.34 0.67 1.74  0.116
H5 -0.73 -1.75 -0.11  0.073
H6 -1.70 -1.37 1.32  0.067
H7 -1.38 0.44 -1.39  -0.166
H8 2.51 0.40 -1.15  0.111
H9 1.54 -1.99 0.15  0.015
N1 0.98 1.88 0.16  0.064
N2 0.90 0.48 0.14  -0.232
N3 2.13 -1.48 -0.50  0.084
S1 -2.25 0.09 -0.46  0.709

Run x
A single C3H9N3S molecule, computed with the ωB97M-V functional and the def2-TZVPD basis.

Output
- multiplicity = 1
- gap between HOMO and LUMO (Ha) = 0.351
- LUMO level (eV) = 0.69
- structure (SMILES) = C/N=C(/NC)NS

Last column: Löwdin charge in e.
Atoms and positions in Å:
C1 -2.25 -0.27 0.33  -0.122
C2 0.18 -0.34 0.26  -0.543
C3 2.36 -0.58 -0.59  -0.178
H1 -3.10 -0.79 0.76  0.073
H2 -2.48 -0.26 -0.75  0.086
H3 -2.34 0.77 0.65  0.073
H4 -1.00 -1.90 0.57  0.132
H5 -0.25 1.27 1.44  0.093
H6 -0.40 2.29 -1.18  -0.160
H7 2.70 0.16 0.10  0.043
H8 3.03 -1.45 -0.56  0.075
H9 2.47 -0.15 -1.57  0.056
N1 -1.01 -0.89 0.73  -0.033
N2 0.35 1.01 0.64  -0.386
N3 1.02 -1.08 -0.36  0.029
S1 0.73 2.23 -0.48  0.763

Run y
A single C3H9N3S molecule, computed with the ωB97M-V functional and the def2-TZVPD basis.

Output
- multiplicity = 1
- gap between HOMO and LUMO (Ha) = 0.346
- LUMO level (eV) = 0.84
- structure (SMILES) = CN(C)/N=C\NS

Last column: Löwdin charge in e.
Atoms and positions in Å:
C1 0.51 1.66 -1.26  -0.124
C2 1.64 -0.09 -0.14  -0.122
C3 -1.12 -0.08 1.16  -0.292
H1 0.98 1.41 -2.22  0.085
H2 1.12 2.40 -0.76  0.068
H3 -0.46 2.12 -1.43  0.077
H4 2.11 -0.55 -1.09  0.101
H5 1.64 -0.87 0.67  0.086
H6 2.33 0.71 0.23  0.077
H7 -1.68 0.11 2.10  0.114
H8 -1.03 -1.27 -0.42  0.063
H9 -1.98 -3.29 1.46  -0.145
N1 0.31 0.44 -0.50  -0.317
N2 -0.34 0.86 0.74  0.025
N3 -1.37 -1.29 0.52  -0.439
S1 -2.68 -2.26 0.94  0.743

Which structure wins on stability? run x wins.

Run w
A single C3H5N3OS molecule, computed with the ωB97M-V functional and the def2-TZVPD basis.

Output
- multiplicity = 1
- gap between HOMO and LUMO (Ha) = 0.322
- LUMO level (eV) = -0.47
- structure (SMILES) = [H]/N=C\NC(=O)NC=S

Last column: Löwdin charge in e.
Atoms and positions in Å:
C1 0.91 -0.49 -1.40  -0.240
C2 -0.77 -0.41 0.35  -0.458
C3 -0.40 1.40 2.11  -0.661
H1 1.41 -2.25 -2.18  0.032
H2 1.21 0.52 -1.28  0.088
H3 -1.13 -1.58 -1.44  0.198
H4 0.64 1.22 0.16  0.174
H5 -1.24 0.94 2.60  0.059
N1 1.57 -1.27 -2.20  0.094
N2 -0.41 -0.93 -0.96  0.082
N3 -0.11 0.73 0.89  -0.005
O1 -1.86 -0.78 0.83  0.022
S1 0.18 2.89 2.52  0.615

Run x
A single C3H5N3OS molecule, computed with the ωB97M-V functional and the def2-TZVPD basis.

Output
- multiplicity = 1
- gap between HOMO and LUMO (Ha) = 0.371
- LUMO level (eV) = 0.61
- structure (SMILES) = C=N/N=C\SNC=O

Last column: Löwdin charge in e.
Atoms and positions in Å:
C1 -0.93 1.69 -0.24  -0.099
C2 1.58 0.17 1.03  -0.476
C3 -0.44 -1.50 -1.20  -0.400
H1 -2.02 2.09 -0.76  0.147
H2 -0.04 2.27 -0.68  0.078
H3 2.62 0.55 1.52  0.120
H4 -1.08 -1.28 0.88  0.138
H5 0.39 -1.99 -1.72  0.106
N1 -0.64 0.99 0.81  -0.078
N2 0.82 1.15 1.18  -0.052
N3 -0.31 -1.66 0.20  -0.356
O1 -1.28 -0.82 -1.79  -0.004
S1 1.33 -1.66 0.78  0.875

Which structure wins on stability? run w wins.